(i)
DFT (ωB97M-V with the def2-TZVPD basis set) results for the molecule C5H5FN2.

## Properties
* HOMO level: -8.678 eV
* LUMO level: 0.54 eV
* 2S+1: 1
* HOMO-LUMO gap: 0.339 Ha
* SMILES string: C=C(F)/C(C#N)=C/N

Positions of all 13 atoms, in Å:
C1 2.4180 0.1366 -0.1793
C2 1.2652 -0.3405 0.2723
F1 1.2701 -1.3560 1.1751
C3 -0.0989 0.0718 -0.0839
C4 -1.1332 0.0310 0.8813
N1 -2.0552 0.0403 1.5974
C5 -0.4071 0.4725 -1.3498
N2 -1.6064 0.9458 -1.7505
H1 2.4364 0.9901 -0.8516
H2 3.3454 -0.3120 0.0914
H3 0.3682 0.4169 -2.1485
H4 -1.8310 1.0415 -2.7385
H5 -2.3820 0.9358 -1.1008

(ii)
DFT (ωB97M-V with the def2-TZVPD basis set) results for the molecule C5H5FN2.

## Properties
* HOMO level: -12.147 eV
* LUMO level: 0.43 eV
* 2S+1: 1
* HOMO-LUMO gap: 0.462 Ha
* SMILES string: CC(C#N)(C#N)CF

Positions of all 13 atoms, in Å:
C1 1.3485 0.5577 0.0429
C2 -0.0519 -0.0723 -0.2567
C3 -0.8466 0.8204 -1.1195
N1 -1.3680 1.5559 -1.8777
C4 0.1482 -1.4384 -0.8704
N2 0.1747 -2.5009 -1.3619
C5 -0.8344 -0.2239 1.0501
F1 -2.1013 -0.6907 0.8063
H1 1.1281 1.5810 0.4032
H2 1.7942 -0.1340 0.7384
H3 1.8618 0.6506 -0.9371
H4 -0.8827 0.7666 1.6172
H5 -0.3706 -0.8719 1.7651

Least stable = (ii)